{
  "formula": "C21H29MnN2O3Si",
  "method": "ωB97M-V/def2-TZVPD",
  "elements": ["Mn", "Si", "O", "O", "O", "N", "N", "C", "C", "C", "C", "C", "C", "C", "C", "C", "C", "C", "C", "C", "C", "C", "C", "C", "C", "C", "C", "C", "H", "H", "H", "H", "H", "H", "H", "H", "H", "H", "H", "H", "H", "H", "H", "H", "H", "H", "H", "H", "H", "H", "H", "H", "H", "H", "H", "H", "H"],
  "coordinates": [[0.66366, 0.32642, 0.32839], [0.00712, -3.05509, -0.58256], [0.48054, 2.47573, 0.48768], [-0.87470, 1.26931, -0.72480], [2.81057, 0.23103, 0.05249], [-0.29116, -0.22048, 2.09779], [-0.09012, -1.61163, 0.35216], [-1.28630, 3.63000, -0.67931], [-2.55839, 4.84940, -2.31811], [-1.67127, -3.60586, -1.20324], [-1.86984, 3.69662, -1.95454], [-1.40762, 4.71394, 0.20751], [2.62235, 1.01802, -2.24026], [-0.84615, 4.71858, 1.60416], [-1.94989, -1.84470, 3.51776], [-0.71017, 0.18285, 3.30465], [0.79676, -4.45170, 0.37906], [-3.44521, 7.15986, -1.87234], [-2.70135, 5.92382, -1.45641], [-0.53152, 2.40214, -0.27681], [-1.50506, -2.26986, 2.29308], [2.15402, 0.54975, -0.91527], [1.07294, -2.63085, -2.05952], [-0.16291, 1.48115, 3.81076], [-0.64063, -1.42330, 1.56225], [-2.12378, 5.83190, -0.19757], [-1.56009, -0.61052, 4.04784], [-1.77936, 2.59568, -2.97943], [-2.33395, -3.92469, -0.39684], [-2.23263, 6.65663, 0.49777], [-4.02400, 6.98684, -2.77864], [2.01977, 0.57136, -3.02812], [0.18168, -4.74780, 1.23124], [-1.80669, -3.22295, 1.88405], [-2.36141, 1.72606, -2.68084], [-1.55834, -4.45082, -1.88718], [-2.75565, 7.98304, -2.06982], [2.06243, -2.29531, -1.73880], [-0.89769, 2.00028, 4.42584], [2.43819, 2.09548, -2.26085], [1.21697, -3.49100, -2.71459], [0.13660, 2.11949, 2.98277], [-1.90257, -0.28341, 5.01874], [-0.75653, 2.24639, -3.11291], [-4.12973, 7.49105, -1.09096], [0.24025, 4.67194, 1.60429], [-2.61640, -2.48064, 4.08771], [-2.17137, -2.80104, -1.74384], [-2.99834, 4.90135, -3.30753], [0.71792, 1.29849, 4.42912], [-1.19650, 3.86009, 2.17564], [-1.16730, 5.62337, 2.11870], [0.60986, -1.83547, -2.64745], [-2.14935, 2.96053, -3.93710], [3.68486, 0.81768, -2.37717], [1.77264, -4.15166, 0.76504], [0.93755, -5.33404, -0.24749]],
  "mol_weight_g_mol": 440.5,
  "e_homo_ha": [-0.2803, -0.2831],
  "relative_energy_ev": 0.000,
  "largest_force_ha_per_bohr": 0.0104,
  "e_lumo_ev": [-0.31, 0.25],
  "charge": 0,
  "spin_multiplicity": 5,
  "orbital_gap_ha": [0.269, 0.292],
  "s2": 6.240
}